ORCA calculation (ωB97M-V/def2-TZVPD) on a 2-piece molecular cluster, C46H40BF3N2O3S overall.

CARTESIAN COORDINATES (ANGSTROEM)
C1 1.12 4.63 6.58
N1 0.86 3.85 5.39
C2 1.64 3.97 4.27
O1 2.61 4.71 4.15
C3 1.09 3.00 3.23
C4 2.13 1.95 2.84
C5 2.63 1.20 4.06
C6 3.75 1.67 4.75
C7 4.20 1.02 5.90
C8 3.51 -0.10 6.38
C9 2.40 -0.59 5.68
C10 2.00 0.03 4.49
N2 -0.07 2.43 3.91
C11 -0.87 1.53 3.30
C12 -1.89 0.87 3.97
C13 -2.86 0.11 3.33
C14 -4.04 -0.32 4.02
C15 -5.24 -0.62 3.31
C16 -6.38 -1.05 3.98
C17 -6.37 -1.19 5.38
C18 -5.22 -0.85 6.11
C19 -4.08 -0.41 5.44
C20 -0.26 2.93 5.28
C21 -1.58 3.60 5.53
C22 -2.01 4.62 4.76
C23 -3.32 5.23 4.86
C24 -3.64 6.31 4.00
C25 -4.89 6.92 4.06
C26 -5.85 6.47 4.99
C27 -5.54 5.40 5.84
C28 -4.29 4.77 5.77
H1 1.97 5.28 6.38
H2 0.25 5.25 6.83
H3 1.35 3.98 7.43
H4 0.76 3.59 2.36
H5 1.70 1.27 2.10
H6 2.97 2.50 2.39
H7 4.25 2.57 4.39
H8 5.07 1.40 6.42
H9 3.85 -0.60 7.29
H10 1.85 -1.45 6.04
H11 1.18 -0.39 3.90
H12 -0.66 1.33 2.25
H13 -1.91 0.99 5.06
H14 -2.78 -0.08 2.26
H15 -5.24 -0.49 2.23
H16 -7.29 -1.26 3.42
H17 -7.27 -1.53 5.91
H18 -5.21 -0.91 7.20
H19 -3.19 -0.16 6.02
H20 -0.15 2.10 6.00
H21 -2.13 3.26 6.41
H22 -1.33 5.05 4.01
H23 -2.89 6.65 3.28
H24 -5.13 7.75 3.40
H25 -6.83 6.95 5.05
H26 -6.28 5.04 6.56
H27 -4.06 3.93 6.42
C29 1.45 -8.02 -5.37
C30 1.04 -7.22 -4.19
C31 1.12 -7.56 -2.86
C32 0.54 -6.55 -1.98
C33 0.00 -5.48 -2.65
B1 -0.80 -4.14 -2.14
C34 -2.42 -4.56 -1.98
C35 -3.28 -4.55 -3.07
C36 -4.65 -4.86 -2.92
C37 -5.13 -5.20 -1.66
C38 -6.59 -5.55 -1.45
F1 -6.74 -6.81 -0.95
F2 -7.18 -4.69 -0.56
F3 -7.32 -5.49 -2.60
C39 -4.27 -5.25 -0.57
C40 -2.91 -4.94 -0.74
O2 -0.15 -3.75 -0.87
C41 0.40 -2.55 -1.12
C42 0.10 -2.10 -2.45
C43 0.46 -0.81 -2.85
C44 1.12 0.01 -1.94
C45 1.44 -0.44 -0.65
C46 1.08 -1.72 -0.22
O3 -0.62 -3.02 -3.12
S1 0.33 -5.65 -4.35
H28 1.93 -8.94 -5.02
H29 0.57 -8.28 -5.97
H30 2.14 -7.45 -6.00
H31 1.57 -8.50 -2.52
H32 0.54 -6.70 -0.91
H33 -2.93 -4.30 -4.07
H34 -5.31 -4.83 -3.77
H35 -4.64 -5.54 0.41
H36 -2.26 -4.99 0.13
H37 0.19 -0.47 -3.84
H38 1.40 1.02 -2.23
H39 1.98 0.22 0.04
H40 1.29 -2.09 0.78

Computed properties:
charge = 0
HOMO level = -6.01 eV
E_tot = -2834.77935 a.u.
energy above the lowest of the compared OMol25 structures with the same formula, charge and spin = 0.00 kcal per mole
LUMO energy = -3.1256 eV
HOMO-LUMO gap = 2.9 eV